ORCA calculation (wB97M-V/def2-TZVPD) on a cluster of 2 separate species, C7H15NO2S in total.

XYZ file:
```
26
Properties=species:S:1:pos:R:3
C 4.73388 0.92450 0.74568
C 4.38287 1.06347 -0.49620
C -0.16763 -1.47342 0.73965
C -2.09768 1.20306 0.99979
C -2.49071 0.16917 -1.40185
C -3.02006 -1.15930 0.73269
C -2.14480 -0.11844 0.08632
N 1.55329 -0.79439 -1.31713
O -0.57291 -1.95078 1.76668
O -0.81932 -0.66712 -0.03375
S 1.55981 -1.61001 0.22002
H 4.43330 1.54537 1.55737
H 5.39799 0.10503 0.93033
H 4.76401 0.28968 -1.25783
H 3.86581 1.93312 -0.78702
H -1.71713 0.90370 1.92159
H -1.41534 1.92726 0.50223
H -3.11028 1.50980 1.09955
H -2.11848 -0.54241 -2.20061
H -1.90710 1.09254 -1.70771
H -3.56647 0.35738 -1.60930
H -2.79711 -2.03002 0.17917
H -2.69973 -1.20313 1.79063
H -4.07692 -0.79746 0.60699
H 1.44253 0.25129 -1.36499
H 2.58818 -0.92888 -1.70229
```

Summary:
* energy above the lowest of the compared OMol25 structures with the same formula, charge and spin: 58.8 kcal per mole
* spin multiplicity: 3
* calculated total energy: -878.8805 Eh
* frontier orbital gap (spin up / spin down): 6.16 / 6.08 eV
* lowest unoccupied orbital energy (spin up / spin down): 0.593 / -2.580 eV
* max |F|: 12.21 eV/Å

=====

ORCA calculation (wB97M-V/def2-TZVPD) on the ion C7H15NP with charge +1.

XYZ file:
```
24
Properties=species:S:1:pos:R:3
C -3.62335 -0.27899 0.53560
C 1.62343 1.50997 -0.47768
C 2.20702 0.66402 0.60108
C 0.66420 0.60977 -1.24722
C 1.25727 -0.54339 0.70487
C -0.39127 -1.55121 -0.77177
C -1.08479 0.39346 0.84871
N 0.18648 -0.30855 -0.23143
P -2.54636 0.71394 -0.31703
H -4.64739 -0.42604 0.12064
H -3.27570 -0.95371 1.26984
H 0.96208 2.26900 -0.02568
H 2.41723 1.79088 -1.24730
H 3.22901 0.43560 0.32970
H 2.48205 1.34451 1.56347
H -0.15723 1.08778 -1.76659
H 1.22315 0.07680 -1.92452
H 1.76752 -1.34758 0.28369
H 0.93486 -0.72522 1.68216
H -1.36885 -1.49229 -1.28643
H 0.33202 -1.92237 -1.48939
H -0.60912 -2.32962 0.00254
H -1.11379 -0.33141 1.67339
H -0.46848 1.31467 1.16932
```

Summary:
* energy above the lowest of the compared OMol25 structures with the same formula, charge and spin: 75.7 kcal per mole
* calculated total energy: -671.4707 Eh
* frontier orbital gap: 9.61 eV
* lowest unoccupied orbital energy: -4.027 eV
* total charge: +1
* max |F|: 5.21 eV/Å